No. 1
74
Properties=species:S:1:pos:R:3:forces:R:3 method="wB97M-V/def2-TZVPD" homo_lumo_gap_ev=7.568 e_tot_ev=-72947.27869 smiles="CCN(CCc1ccc2c(c1[C@@H](Cl)[C@@H](C)Cl)C(=O)NC2=O)C(C)=O.CCOC(=O)OC.CCOC(=O)OC" e_lumo_ev=-1.9505 multiplicity=1 homo_energy_ev=-9.518
C -1.5203 -0.9803 5.8956 -0.96 -0.72 0.95
C -1.9803 0.3762 5.0987 0.85 0.91 1.24
N -2.3969 0.1678 3.6597 0.29 -2.08 0.18
C -1.2005 -0.3442 2.8904 1.44 0.06 -0.95
C -1.0596 0.3052 1.3617 0.17 -1.10 -0.21
C 0.1250 -0.6187 0.6264 1.30 -1.48 -1.32
C -0.4437 -2.0099 -0.0957 4.51 0.56 -0.15
C 0.6083 -3.0394 -0.8181 1.29 3.70 2.04
C 2.2051 -2.6351 -0.7733 -1.62 2.13 1.09
C 2.7620 -1.2588 -0.0750 -3.32 -0.58 -0.15
C 1.7396 -0.2032 0.6531 -1.05 -3.38 -1.70
C 2.2755 1.1526 1.3994 -1.61 0.25 -1.12
Cl 3.1046 0.7368 3.0041 -0.73 0.22 -1.26
C 3.2654 2.1028 0.5058 0.41 -0.55 -0.27
C 3.0989 1.9583 -1.1178 0.76 0.76 -0.81
Cl 2.7871 3.8846 0.9120 0.38 -1.45 -0.07
C 4.3922 -1.2511 -0.2368 1.48 2.62 0.78
O 5.3185 -0.3021 -0.0863 -6.15 -6.38 -0.91
N 4.6605 -2.7111 -0.5807 -0.04 -0.13 -0.05
C 3.5424 -3.4044 -1.3284 -1.08 -2.48 -2.70
O 3.6750 -4.4020 -2.2110 -0.78 6.53 6.01
C -3.6163 -0.7146 3.5177 -5.95 2.84 -0.91
C -3.6697 -2.3477 3.6444 0.63 -0.50 0.00
O -4.8067 -0.0914 3.3051 7.52 -3.90 1.43
H -0.6233 -0.8271 6.6397 -1.78 -0.05 -1.58
H -1.2524 -1.8943 5.2084 -0.44 2.03 1.15
H -2.4452 -1.3409 6.5581 2.03 0.67 -1.39
H -1.0329 1.1020 5.0990 -2.19 -1.49 -0.28
H -2.8267 0.9724 5.6755 1.67 -1.52 -1.25
H -1.1659 -1.5051 2.7458 -0.21 2.05 0.33
H -0.1894 -0.0559 3.4550 -2.31 -0.62 -1.11
H -0.8127 1.4488 1.3637 -0.34 -2.28 0.13
H -2.0875 0.1779 0.7686 2.35 0.14 1.25
H -1.6038 -2.2483 -0.0636 2.78 0.61 -0.09
H 0.2536 -4.0428 -1.3112 0.84 2.28 1.04
H 1.3170 1.8178 1.6533 2.21 -1.67 -0.44
H 4.3770 1.9739 0.8978 -2.51 0.25 -1.11
H 3.9386 1.2861 -1.6328 -1.90 1.27 1.52
H 2.0467 1.5815 -1.4705 1.99 0.76 0.95
H 3.2763 3.0495 -1.5684 -0.51 -2.47 1.01
H 4.6548 -3.2258 0.3390 0.60 0.66 -1.08
H -2.5978 -2.8615 3.6844 -2.29 1.28 -0.09
H -4.2181 -2.6281 4.6488 1.04 0.79 -2.04
H -4.2643 -2.8568 2.7533 1.18 1.47 1.88
C -3.3055 -7.2457 -4.2323 0.29 -0.16 0.20
C -3.0386 -6.3392 -5.4219 -0.47 -0.45 0.01
O -1.9405 -5.4540 -5.1649 0.98 -0.15 -0.15
C -0.7073 -6.0169 -5.2071 0.07 -0.43 0.11
O -0.4576 -7.1873 -5.4444 -0.35 1.61 0.23
O 0.2044 -5.0565 -4.9077 -1.03 -0.63 -0.32
C 1.5391 -5.5438 -4.8071 0.73 -0.13 0.03
H -3.4587 -6.6541 -3.3244 -0.13 0.01 -0.16
H -4.1894 -7.8645 -4.4085 0.06 0.12 0.00
H -2.4577 -7.9105 -4.0371 -0.15 0.08 -0.18
H -3.9177 -5.7092 -5.5965 0.39 0.15 0.04
H -2.8644 -6.9114 -6.3399 0.17 0.06 0.22
H 1.8371 -6.0797 -5.7141 -0.17 -0.02 0.23
H 1.6332 -6.1895 -3.9282 0.03 0.00 -0.25
H 2.2060 -4.6865 -4.6796 -0.38 -0.04 0.03
C -2.1460 7.8860 -0.7560 0.22 -0.22 -0.24
C -1.5551 8.8188 0.2873 -0.52 0.14 -0.37
O -0.4062 8.2349 0.9155 1.01 0.05 -0.31
C 0.7260 8.2124 0.1690 -0.11 -0.05 -0.42
O 0.8486 8.6415 -0.9665 -0.12 -0.48 1.56
O 1.6962 7.5991 0.8941 -0.92 0.57 -0.39
C 2.9131 7.4085 0.1786 0.58 -0.08 -0.26
H -2.3703 6.9093 -0.3161 -0.09 0.18 0.06
H -3.0633 8.3073 -1.1761 0.07 -0.03 0.11
H -1.4449 7.7089 -1.5782 -0.10 0.18 0.14
H -2.2952 8.9874 1.0774 0.40 -0.13 0.07
H -1.3059 9.7984 -0.1355 0.14 -0.24 -0.01
H 3.2862 8.3524 -0.2318 -0.20 -0.19 -0.03
H 2.7639 6.6728 -0.6181 0.04 0.24 0.03
H 3.6600 7.0175 0.8752 -0.38 0.06 0.06

---

No. 2
68
Properties=species:S:1:pos:R:3:forces:R:3 method="wB97M-V/def2-TZVPD" s2=6.032 homo_lumo_gap_ev="6.748 / 3.277" e_tot_ev=-79485.67722 e_above_lowest_kj_mol=65.5 total_charge=+3 e_lumo_ev="-9.2956 / -13.4662" multiplicity=5 homo_energy_ev="-16.044 / -16.743"
C -3.7238 -3.0058 -1.1350 -0.29 -0.23 0.11
I -2.1295 -1.5872 -1.3851 -0.31 -0.14 -0.35
H -3.9981 -3.0429 -0.0793 0.13 0.06 -0.25
H -3.3606 -3.9695 -1.4945 0.02 0.26 0.08
H -4.5469 -2.6433 -1.7499 0.18 -0.01 0.12
Os 0.5615 0.6090 0.4546 -0.54 1.49 1.18
P 0.9707 -1.5648 0.6511 1.50 -4.38 0.08
C 1.2985 -2.3961 -0.9480 0.01 -0.06 -0.11
C 2.5498 -1.7728 1.5859 0.00 0.24 -0.02
H 2.8271 -2.8345 1.6126 -0.15 0.21 -0.03
H 0.4047 -3.5998 1.8589 -0.01 0.28 -0.20
H 2.4295 -1.4006 2.6120 -0.02 -0.13 -0.25
H -0.5322 -2.2019 2.4504 0.08 -0.12 -0.16
H 1.8923 -1.7375 -1.5931 -0.11 -0.14 0.12
H 3.3569 -1.2065 1.1057 -0.16 -0.18 0.18
C -0.1477 -2.7003 1.5541 -0.29 0.24 0.10
H 1.8572 -3.3276 -0.7892 -0.17 0.15 0.04
H -0.9934 -2.9867 0.9163 0.31 0.11 0.20
H 0.3478 -2.6153 -1.4578 0.56 0.00 0.24
P -1.2056 1.8328 -0.0443 -3.03 2.42 -0.70
C -1.2444 2.0218 -1.8463 0.17 -0.01 -0.01
C -2.9306 1.4431 0.4058 0.15 -0.40 0.16
H -0.7216 3.4329 1.7067 -0.08 0.09 -0.13
H -2.0224 4.0189 0.6320 0.20 -0.11 -0.03
H -0.3223 4.1039 0.0944 -0.11 -0.13 0.14
C -1.0482 3.5191 0.6660 0.28 -0.10 -0.05
H -2.9808 1.1253 1.4542 -0.08 0.12 -0.23
H -3.5044 2.3701 0.2666 0.14 -0.29 0.03
H -1.7916 2.9449 -2.0694 0.02 -0.20 -0.13
H -1.7495 1.1562 -2.2942 0.10 0.34 0.03
H -3.3232 0.6477 -0.2416 0.12 0.39 0.31
H -0.2194 2.0924 -2.2286 -0.26 0.06 -0.04
Cl -0.3058 0.6197 2.6724 0.02 -0.13 -0.99
O 1.6459 2.1623 -0.4597 0.47 0.13 -0.26
P 3.1845 2.3531 -0.4907 -0.30 -0.91 -0.18
C 3.7691 2.1322 1.2068 0.32 0.20 -0.09
C 2.8725 1.5050 2.0604 -0.56 0.00 -0.19
C 3.0548 1.4832 3.4342 -0.08 -0.03 0.07
C 4.1396 2.1713 3.9916 -0.15 -0.23 -0.42
C 5.0624 2.8031 3.1531 0.14 0.05 -0.23
C 4.9086 2.7627 1.7651 -0.45 -0.12 -0.08
C 3.8337 1.3692 -1.8481 0.37 -0.06 -0.06
C 4.0272 1.9491 -3.1184 0.10 -0.09 0.20
C 4.3507 1.1501 -4.2173 -0.09 0.15 0.19
C 4.4647 -0.2345 -4.0640 -0.05 0.11 0.20
C 4.3283 -0.8131 -2.7966 -0.09 0.15 0.11
C 4.0128 -0.0154 -1.6943 0.12 0.05 -0.07
C 3.5968 4.0648 -0.8689 -2.52 0.82 0.17
C 2.6067 5.0589 -0.8722 0.51 -2.20 0.32
C 2.9626 6.3847 -1.1398 -0.70 0.48 0.07
C 4.2977 6.7138 -1.4013 2.35 -0.27 -0.35
C 5.2856 5.7204 -1.4066 -0.30 1.67 -0.22
C 4.9383 4.3926 -1.1397 0.79 0.20 -0.12
H 1.9001 1.0810 1.6162 2.08 0.55 1.58
H 2.3296 0.9610 4.0577 0.18 0.22 -0.06
H 4.2541 2.2074 5.0722 0.03 0.00 -0.21
H 5.9081 3.3468 3.5820 -0.27 -0.26 -0.15
H 5.6410 3.2462 1.1169 -0.11 -0.13 0.31
H 3.9499 3.0312 -3.2383 -0.11 -0.27 -0.15
H 4.5129 1.6209 -5.1895 -0.09 -0.23 0.31
H 4.6665 -0.8602 -4.9326 0.06 0.15 0.24
H 4.4741 -1.8879 -2.6564 -0.06 0.40 -0.11
H 3.9300 -0.4654 -0.7060 0.03 0.05 -0.22
H 1.5660 4.8015 -0.6608 0.42 0.04 -0.12
H 2.1995 7.1641 -1.1411 0.17 -0.15 -0.02
H 4.5734 7.7502 -1.6060 -0.09 -0.30 0.06
H 6.3264 5.9753 -1.6133 -0.33 -0.02 0.05
H 5.7099 3.6196 -1.1432 -0.18 0.18 -0.05

---

No. 3
81
Properties=species:S:1:pos:R:3:forces:R:3 method="wB97M-V/def2-TZVPD" s2=2.011 homo_lumo_gap_ev="7.419 / 5.534" e_tot_ev=-75792.04635 e_above_lowest_kj_mol=80.3 e_lumo_ev="-1.2177 / -3.3530" multiplicity=3 homo_energy_ev="-8.636 / -8.887"
Tc 0.1606 -0.9071 0.3710 0.34 0.06 0.49
C 0.7506 -4.0609 1.2334 -0.07 -0.09 -0.02
N 0.8510 -3.0801 0.1333 -0.28 -0.52 -0.05
C 0.0128 -3.6055 -0.9738 -0.09 -0.30 -0.10
C 2.2736 -3.0616 -0.2792 0.07 0.08 0.09
C 2.3433 -2.0689 -1.3762 0.10 0.13 -0.14
C 3.2044 -2.1200 -2.4577 0.01 0.02 0.05
C 3.0555 -1.2045 -3.4924 0.00 0.02 -0.05
C 2.0170 -0.2861 -3.4588 0.03 0.00 -0.03
C 1.1512 -0.2579 -2.3726 0.13 -0.06 0.02
C 1.3396 -1.1126 -1.2988 0.15 0.23 -0.30
H 1.0949 -5.0311 0.8634 0.01 0.02 0.01
H -0.2808 -4.1770 1.5551 0.06 -0.04 -0.02
H 1.3832 -3.7685 2.0658 0.01 0.03 0.02
H 0.4002 -4.5790 -1.2912 -0.03 0.00 -0.02
H 0.0065 -2.9243 -1.8199 -0.05 -0.17 0.05
H -1.0073 -3.7409 -0.6209 0.07 -0.07 0.01
H 2.5882 -4.0620 -0.5931 -0.03 -0.01 0.01
H 2.8719 -2.7572 0.5823 0.01 0.00 0.00
H 3.9760 -2.8797 -2.5071 -0.01 0.01 0.01
H 3.7278 -1.2330 -4.3403 -0.01 0.00 0.01
H 1.8765 0.4036 -4.2831 0.00 -0.01 0.02
H 0.3437 0.4497 -2.3531 -0.14 0.14 0.00
N -0.1206 -2.1489 3.5337 0.00 -0.01 0.01
C -1.1940 -2.3060 2.7103 -0.08 -0.02 0.09
N -2.3415 -2.8733 3.0428 -0.02 0.05 0.01
N -3.0869 -2.8309 1.9263 0.10 0.00 -0.02
N -2.4371 -2.2667 0.9801 0.05 0.00 0.43
N -1.2195 -1.9054 1.4392 0.10 0.12 -0.16
C 1.0905 -1.5934 3.1722 0.04 0.05 -0.02
N 2.1163 -1.5465 3.9868 0.10 0.02 -0.01
N 3.1002 -0.9608 3.2609 -0.07 0.00 0.01
N 2.6975 -0.6727 2.0829 -0.09 -0.09 0.08
N 1.3973 -1.0657 1.9724 -0.11 0.15 -0.02
H -0.2135 -2.4528 4.4896 0.00 0.00 -0.01
F -1.5732 -0.9048 -0.9984 0.09 0.12 -0.06
Sb -3.3454 -1.9508 -1.2792 -0.28 0.03 -0.53
F -3.5969 -0.3126 -2.3692 0.08 0.02 0.13
F -4.3195 -0.9279 -0.0408 -0.07 -0.03 0.06
F -4.9641 -2.4356 -2.1008 -0.04 -0.01 -0.01
F -3.2568 -3.7794 -0.8030 0.00 -0.01 0.05
F -2.2809 -2.4798 -2.7576 0.04 -0.03 -0.05
C 3.2095 1.5318 -0.2074 -0.01 -0.01 -0.02
C 2.3349 2.7784 -0.2938 0.01 -0.02 0.00
C 1.6102 2.9744 -1.6290 0.05 0.03 -0.03
C 1.3425 2.9838 0.8381 0.03 -0.01 0.05
C 1.4894 4.1727 1.5458 0.01 0.00 0.01
C 0.5801 4.5814 2.4995 -0.01 0.02 0.02
C -0.5237 3.7907 2.7309 -0.01 -0.03 0.04
C -0.7270 2.5770 2.0746 -0.03 0.00 -0.05
C -1.9736 1.8219 2.5080 -0.02 0.01 -0.08
C -1.5853 0.7764 3.5471 0.04 -0.04 0.04
C -2.8468 1.2678 1.3881 0.02 0.02 0.09
C 0.2446 2.1501 1.1456 0.08 -0.11 -0.11
O 0.0887 0.9576 0.4485 -0.32 0.43 0.20
H 3.8667 1.4795 -1.0799 -0.01 0.01 0.01
H 2.6454 0.6085 -0.1551 0.01 0.06 -0.03
H 3.8289 1.5688 0.6893 -0.02 0.00 -0.02
H 3.0253 3.6210 -0.2122 0.01 0.01 -0.01
H 0.7384 2.3275 -1.6898 -0.10 -0.10 -0.03
H 2.2618 2.7511 -2.4764 0.00 0.01 0.01
H 1.2647 4.0083 -1.7114 0.01 -0.01 -0.02
H 2.3450 4.7979 1.3198 -0.01 0.00 0.00
H 0.7205 5.5093 3.0380 0.00 0.00 -0.01
H -1.2647 4.1027 3.4580 0.01 0.00 -0.01
H -2.5891 2.5635 3.0231 -0.01 0.00 -0.01
H -0.7701 0.1664 3.1702 0.02 -0.04 0.00
H -2.4255 0.1294 3.8075 0.01 0.00 -0.01
H -1.2171 1.2588 4.4543 -0.01 -0.01 0.00
H -2.3322 0.5451 0.7645 0.01 -0.02 -0.02
H -3.2047 2.0811 0.7504 0.00 -0.02 0.03
H -3.7228 0.7646 1.7988 0.01 0.03 0.01
C -2.0195 3.7619 -2.9690 -0.01 0.03 0.01
Te -2.2595 1.8209 -2.1446 0.06 -0.06 -0.07
C -1.7506 0.8689 -3.9496 0.01 0.03 -0.03
H -2.5865 3.8437 -3.8946 0.00 -0.01 0.02
H -0.9574 3.9019 -3.1698 0.00 0.02 -0.01
H -2.3588 4.5030 -2.2491 0.01 -0.02 -0.01
H -0.9457 1.4190 -4.4333 0.00 -0.01 0.01
H -2.6517 0.8666 -4.5610 0.02 0.01 -0.01
H -1.4766 -0.1545 -3.7085 0.00 0.00 -0.01